Record 1
{
  "formula": "C7H7BN3S2",
  "method": "ωB97M-V/def2-TZVPD",
  "species": ["S", "C", "N", "B", "N", "C", "S", "H", "H", "N", "C", "C", "C", "C", "C", "H", "H", "H", "H", "H"],
  "xyz": [[-2.7978, 0.8944, -3.2171], [-3.3550, -0.6939, -2.9425], [-4.0819, -1.8816, -2.9346], [-4.2261, -2.3822, -1.5087], [-4.3536, -1.2908, -0.4565], [-3.2450, -1.3155, 0.3991], [-1.6798, -0.8735, 0.9981], [-5.2487, -3.0038, -1.4750], [-3.3146, -3.0999, -1.2442], [2.7221, 0.0807, 0.0250], [3.8682, 0.7931, 0.0912], [4.0994, 1.7963, 1.0187], [3.0939, 2.0918, 1.9331], [1.9015, 1.3768, 1.8889], [1.7650, 0.3890, 0.9269], [4.6208, 0.5276, -0.6455], [5.0405, 2.3345, 1.0276], [3.2383, 2.8726, 2.6742], [1.0984, 1.5833, 2.5872], [0.8545, -0.1993, 0.8542]],
  "lumo_ev": 2.67,
  "largest_force_ev_per_a": 11.6,
  "total_energy_ha": -1256.3942,
  "total_charge": -1
}

Record 2
{
  "formula": "C7H7Br2IN2S",
  "method": "ωB97M-V/def2-TZVPD",
  "species": ["C", "C", "C", "C", "C", "C", "C", "N", "N", "S", "Br", "Br", "I", "H", "H", "H", "H", "H", "H", "H"],
  "xyz": [[-2.2483, 1.2105, -0.1261], [-1.7074, -1.1046, 0.2106], [-0.9247, 1.4440, -0.5055], [-2.6298, -0.0685, 0.2414], [-0.0715, 0.3202, -0.4830], [2.3659, -1.5679, 1.7565], [2.1434, -1.0721, -1.0502], [-0.4565, -0.8909, -0.1509], [-0.4830, 2.6783, -0.8504], [1.6338, 0.5435, -0.9108], [-4.4222, -0.4039, 0.7717], [2.0695, 0.2047, 2.1930], [4.0467, -1.4358, -1.8073], [-2.9560, 2.0242, -0.1272], [-1.9664, -2.1183, 0.4781], [3.3788, -1.9114, 1.8607], [1.5447, -2.2334, 1.9455], [1.3919, -1.8227, -1.2152], [-1.1451, 3.4224, -0.9839], [0.4361, 2.7815, -1.2471]],
  "lumo_ev": [-0.27, 0.12],
  "largest_force_ev_per_a": 0.9,
  "total_energy_ha": -6224.2473
}

Record 3
{
  "formula": "C7H7ClS",
  "method": "ωB97M-V/def2-TZVPD",
  "species": ["C", "C", "C", "C", "C", "C", "C", "Cl", "S", "H", "H", "H", "H", "H", "H", "H"],
  "xyz": [[-1.6198, -0.4420, -1.9225], [-1.0504, -0.0459, -0.6251], [-0.3756, -0.9203, 0.1047], [0.4363, -0.5720, 1.3368], [1.9213, -0.2160, 1.5747], [0.9408, 0.7827, 1.1224], [0.4670, 1.7932, 0.4177], [1.3351, 3.3165, -0.0058], [-1.1522, 1.6763, -0.3553], [-2.2863, 0.2676, -2.4068], [-2.1720, -1.4267, -1.9645], [-0.8685, -0.5730, -2.6385], [-0.4259, -1.9832, -0.2963], [-0.0111, -0.6067, 2.2860], [2.6392, -0.6438, 0.7942], [2.2221, -0.4066, 2.5781]],
  "lumo_ev": 0.79,
  "largest_force_ev_per_a": 3.5,
  "total_energy_ha": -1129.1955,
  "smiles": "CC1=C[C@H]2CC2=C(Cl)S1",
  "e_above_lowest_kj_mol": 202.0
}

Record 4
{
  "formula": "C7H7F2IO",
  "method": "ωB97M-V/def2-TZVPD",
  "species": ["C", "C", "C", "C", "C", "C", "C", "O", "F", "F", "I", "H", "H", "H", "H", "H", "H", "H"],
  "xyz": [[-0.4423, 1.4965, -0.5723], [-0.1570, -0.9700, -0.5998], [0.6307, 1.5919, 0.2381], [0.9099, -0.8465, 0.2218], [-0.9369, 0.1946, -1.0819], [1.3334, 0.4323, 0.6536], [2.7886, -0.3814, 2.3274], [2.3089, 0.6427, 1.5779], [3.6753, -1.1465, 1.6576], [3.4515, 0.1552, 3.3578], [3.5161, 0.5154, -1.8598], [-0.9762, 2.3821, -0.8814], [-0.4658, -1.9446, -0.9447], [0.9901, 2.5417, 0.5998], [1.4703, -1.7213, 0.5146], [-1.9972, 0.0646, -0.8244], [-0.9160, 0.2110, -2.1823], [2.0034, -1.0543, 2.7270]],
  "lumo_ev": [-2.28, -2.28],
  "largest_force_ev_per_a": 2.2,
  "total_energy_ha": -843.5344,
  "e_above_lowest_kj_mol": 0.0
}

Record 5
{
  "formula": "C7H7IN2O",
  "method": "ωB97M-V/def2-TZVPD",
  "species": ["O", "C", "I", "C", "N", "C", "N", "C", "C", "C", "C", "H", "H", "H", "H", "H", "H", "H"],
  "xyz": [[1.2066, -1.1615, 1.9669], [1.2007, -0.6852, 0.6820], [3.0645, 0.2760, -0.1003], [0.9367, -1.9341, -0.4146], [-0.0543, -1.4128, -1.3371], [-0.5739, -0.2716, -0.8468], [-1.6893, 0.2990, -1.2668], [-2.0224, 1.4702, -0.7785], [-1.3919, 2.1074, 0.2564], [-0.3686, 1.4114, 0.9267], [0.1063, 0.2524, 0.3182], [1.7441, -0.5947, 2.5808], [1.7499, -2.1874, -0.9999], [0.4038, -2.7807, 0.2575], [0.1512, -1.4878, -2.3030], [-2.9219, 2.0066, -1.3445], [-1.7380, 3.0437, 0.6639], [0.1967, 1.6490, 1.7391]],
  "lumo_ev": -0.02,
  "largest_force_ev_per_a": 4.8,
  "total_energy_ha": -753.3460,
  "smiles": "O[C@@]1(I)CNc2ncccc21",
  "e_above_lowest_kj_mol": 0.0
}

Record 6
{
  "formula": "C7H7LaO6",
  "method": "ωB97M-V/def2-TZVPD",
  "species": ["O", "C", "La", "C", "O", "C", "O", "C", "O", "C", "O", "H", "C", "C", "O", "H", "H", "H", "H", "H", "H"],
  "xyz": [[-0.7283, 5.4682, -1.5074], [-0.7079, 4.3287, -1.3741], [0.6231, -0.0728, 0.5900], [0.2424, -2.2773, -0.2915], [0.2115, -3.2211, -0.9682], [-0.1143, 0.0866, -1.8331], [0.1041, -0.5083, -2.8815], [2.3767, -0.8318, -1.0047], [3.0060, -1.3481, -1.8255], [-1.3362, -0.3353, -0.9457], [-2.5214, -0.2960, -1.0989], [0.4368, 1.0487, -1.3796], [-1.1430, -1.0761, 4.9818], [-1.2476, -1.0381, 3.4690], [-0.1880, -0.1875, 2.9154], [-0.1471, -1.3838, 5.3129], [-1.8670, -1.7867, 5.3852], [-1.3768, -0.0989, 5.4104], [-1.1120, -2.0163, 2.9966], [-2.1995, -0.6178, 3.1224], [0.2031, 0.2935, 3.6724]],
  "lumo_ev": [-10.49, -10.37],
  "largest_force_ev_per_a": 7.1,
  "total_energy_ha": -753.1640,
  "e_above_lowest_kj_mol": 193.8,
  "total_charge": 2
}

Record 7
{
  "formula": "C7H7N",
  "method": "ωB97M-V/def2-TZVPD",
  "species": ["C", "C", "C", "N", "C", "C", "H", "H", "H", "H", "H", "C", "C", "H", "H"],
  "xyz": [[-2.1614, 0.2367, 0.5919], [-1.3740, 0.9515, 1.4416], [0.0069, 0.9291, 0.9801], [0.4187, 0.2759, -0.0902], [-0.4700, -0.3833, -0.8530], [-1.7768, -0.3827, -0.5393], [-3.2181, -0.0644, 0.9845], [-1.8578, 1.2543, 2.4212], [0.7570, 1.6166, 1.3669], [-0.0138, -0.9412, -1.6622], [-2.5918, -0.7775, -1.2734], [3.2653, -0.1541, -0.9620], [2.9381, -1.2850, -0.7483], [3.2786, 0.9312, -1.1343], [2.7990, -2.2071, -0.5236]],
  "lumo_ev": 0.98,
  "largest_force_ev_per_a": 5.7,
  "total_energy_ha": -325.5492,
  "smiles": "c1ccncc1.C#C",
  "e_above_lowest_kj_mol": 287.5
}

Record 8
{
  "formula": "C7H7N",
  "method": "ωB97M-V/def2-TZVPD",
  "species": ["C", "C", "C", "C", "C", "C", "C", "H", "H", "H", "H", "H", "H", "H", "N"],
  "xyz": [[1.3894, 1.1529, -0.1416], [2.1394, 0.0438, -0.0735], [1.5205, -1.2001, -0.0455], [-1.1872, -1.1568, -0.1471], [-2.0371, -0.1122, -0.1909], [-1.3750, 1.0974, -0.0962], [0.0416, 0.7417, 0.3118], [1.6525, 2.2562, -0.1674], [3.1735, -0.0148, -0.6474], [1.6425, -2.1870, -0.2807], [-1.7394, -2.1997, 0.4430], [-3.1611, -0.4129, -0.4054], [-2.1062, 2.0368, -0.2058], [-0.1188, 0.7604, 1.4146], [0.1654, -0.8058, 0.2322]],
  "lumo_ev": -0.20,
  "largest_force_ev_per_a": 8.0,
  "total_energy_ha": -325.4599,
  "e_above_lowest_kj_mol": 522.0
}